No. 1
{
  "formula": "C33H33ClF5O4P",
  "method": "ωB97M-V/def2-TZVPD",
  "gap_ha": 0.3571,
  "smiles": "CC[C@H](Cl)OP(=O)(O)O.Fc1ccccc1.Fc1ccccc1.Fc1ccccc1.Fc1ccccc1.Fc1ccccc1",
  "total_energy_ev": -78347.8291,
  "homo_ev": -9.3,
  "species": ["C", "C", "C", "Cl", "O", "P", "O", "O", "O", "H", "H", "H", "H", "H", "H", "H", "H", "F", "C", "C", "C", "C", "C", "C", "H", "H", "H", "H", "H", "F", "C", "C", "C", "C", "C", "C", "H", "H", "H", "H", "H", "F", "C", "C", "C", "C", "C", "C", "H", "H", "H", "H", "H", "F", "C", "C", "C", "C", "C", "C", "H", "H", "H", "H", "H", "F", "C", "C", "C", "C", "C", "C", "H", "H", "H", "H", "H"],
  "xyz": [[1.54055, 3.28141, 1.63095], [0.83369, 2.34171, 0.67934], [-0.56014, 1.96587, 1.15059], [-1.37737, 1.16863, -0.22195], [-1.19262, 3.17189, 1.59924], [-2.77511, 3.39048, 1.42144], [-3.16577, 4.46964, 2.27855], [-3.57463, 2.08740, 1.80252], [-3.10207, 3.77421, -0.09442], [1.79840, 2.80036, 2.56704], [0.99510, 4.19431, 1.81706], [2.47415, 3.55956, 1.16154], [0.68869, 2.84545, -0.27206], [1.42417, 1.46605, 0.45342], [-0.45544, 1.30481, 2.00129], [-4.03450, 1.71569, 1.02979], [-2.26360, 4.11831, -0.44951], [3.26618, 2.22407, -0.81790], [4.61434, 2.16854, -0.83386], [5.24438, 1.53824, -1.88792], [6.62974, 1.48411, -1.90820], [7.36390, 2.04903, -0.87561], [6.71135, 2.67328, 0.17761], [5.32657, 2.73976, 0.20026], [4.65293, 1.09801, -2.68013], [7.13607, 0.99967, -2.73176], [8.44424, 2.00224, -0.89222], [7.28152, 3.11090, 0.98540], [4.80210, 3.23042, 1.00863], [3.38391, 5.33617, -0.33606], [3.31265, 5.62984, -1.65222], [2.57519, 6.72511, -2.05254], [2.50761, 7.02979, -3.40390], [3.16679, 6.23540, -4.33128], [3.89935, 5.13586, -3.90636], [3.97915, 4.82892, -2.55636], [2.06372, 7.32770, -1.31356], [1.93944, 7.88917, -3.73272], [3.10925, 6.47405, -5.38474], [4.41075, 4.51319, -4.62822], [4.55227, 3.98166, -2.21002], [2.55059, -2.86176, 0.38883], [1.32511, -3.27284, 0.00425], [0.32157, -2.33824, -0.15482], [-0.93441, -2.76220, -0.55277], [-1.17860, -4.10580, -0.77602], [-0.16192, -5.03535, -0.60830], [1.10507, -4.61909, -0.21995], [0.52068, -1.29101, 0.03262], [-1.72793, -2.03861, -0.68650], [-2.16491, -4.42811, -1.07949], [-0.35705, -6.08552, -0.77789], [1.91460, -5.32507, -0.08979], [-4.32540, -3.31849, -1.53818], [-5.13657, -2.41182, -0.95410], [-5.59711, -2.64893, 0.32494], [-6.42521, -1.71091, 0.92264], [-6.78799, -0.56022, 0.23485], [-6.31685, -0.34403, -1.05290], [-5.47987, -1.27324, -1.65422], [-5.30866, -3.55278, 0.84194], [-6.78728, -1.87835, 1.92769], [-7.43745, 0.16722, 0.70313], [-6.60162, 0.54953, -1.59189], [-5.09546, -1.12024, -2.65404], [-3.96835, -4.91402, 2.13565], [-3.14407, -5.88872, 2.57880], [-1.81144, -5.58054, 2.72328], [-0.93728, -6.55106, 3.18387], [-1.41341, -7.82094, 3.48375], [-2.76260, -8.11383, 3.32523], [-3.64201, -7.13975, 2.87268], [-1.46736, -4.58491, 2.47392], [0.11165, -6.31827, 3.30660], [-0.73297, -8.58257, 3.83996], [-3.13227, -9.10378, 3.55474], [-4.69743, -7.34400, 2.75095]],
  "atomic_forces_ev_per_a": [[0.60, -0.23, -0.13], [-0.63, 0.69, -0.21], [1.37, 0.66, 0.26], [-0.15, -0.32, 0.15], [-0.75, -1.39, -1.21], [-0.50, 1.30, 0.99], [-0.22, 1.51, 1.42], [0.02, -0.72, -1.17], [1.03, -0.86, -0.28], [-0.12, -0.08, 0.34], [-0.26, 0.10, 0.10], [0.24, 0.15, -0.04], [0.12, 0.17, -0.26], [0.01, -0.37, 0.16], [-0.65, -0.44, 0.04], [0.17, -0.23, 0.33], [-0.47, -0.01, -0.38], [0.12, 0.00, -0.09], [0.33, -0.29, 0.13], [-0.17, -0.15, -0.18], [0.01, 0.06, 0.09], [0.09, 0.01, -0.01], [0.00, -0.05, -0.11], [-0.15, 0.08, 0.22], [-0.03, 0.02, 0.01], [-0.02, -0.02, -0.01], [0.01, 0.00, 0.00], [-0.01, 0.02, 0.02], [-0.02, 0.00, -0.02], [0.01, 0.01, 0.00], [-0.02, 0.06, -0.23], [-0.13, 0.14, 0.17], [0.06, -0.10, -0.04], [-0.01, 0.02, -0.09], [-0.09, 0.12, 0.02], [0.12, -0.10, 0.00], [0.02, -0.01, 0.02], [-0.02, 0.01, 0.02], [0.00, 0.00, -0.01], [0.03, -0.01, 0.01], [0.00, 0.17, -0.07], [0.02, 0.00, 0.00], [-0.25, -0.14, -0.08], [0.17, 0.30, 0.10], [-0.08, 0.01, 0.01], [-0.17, -0.24, -0.07], [0.04, 0.17, 0.03], [0.12, -0.11, 0.04], [0.06, -0.01, -0.02], [0.00, 0.02, 0.02], [0.00, -0.01, 0.00], [0.04, -0.02, 0.00], [0.02, 0.02, 0.01], [0.00, -0.01, -0.02], [-0.16, 0.18, 0.11], [0.06, -0.20, 0.12], [0.01, 0.10, -0.13], [-0.03, 0.07, 0.06], [0.02, -0.04, 0.11], [0.11, 0.04, -0.22], [0.04, -0.01, -0.02], [0.00, -0.03, 0.01], [-0.01, 0.00, 0.00], [0.01, 0.01, -0.02], [0.00, -0.03, 0.00], [-0.16, -0.13, 0.01], [0.17, -0.03, 0.05], [0.31, 0.34, -0.03], [-0.14, -0.19, 0.01], [0.00, -0.06, 0.01], [0.15, 0.10, 0.00], [-0.26, -0.06, -0.04], [-0.01, 0.00, -0.02], [0.01, 0.02, -0.02], [-0.01, -0.01, 0.01], [-0.03, 0.00, 0.01], [0.00, 0.01, -0.02]],
  "mulliken_charge": [-0.9097, -0.5652, 0.2717, -0.1731, -0.0902, 0.7657, -0.7728, -0.3954, -0.4508, 0.3252, 0.3173, 0.0128, 0.3181, 0.1959, 0.4178, 0.3373, 0.3631, -0.1478, -0.1523, -0.2725, -0.4470, -0.4787, -0.6275, 0.1689, 0.4551, 0.3733, 0.3874, 0.3755, 0.3973, -0.2620, 0.2017, -0.5081, -0.4105, -0.5103, -0.4809, 0.1416, 0.4413, 0.3736, 0.3838, 0.3905, 0.2501, -0.3127, 0.3069, -0.1257, -0.4106, -0.4605, -0.5333, -0.4971, 0.3420, 0.3309, 0.4900, 0.4115, 0.4481, -0.3081, 0.3482, -0.2763, -0.4494, -0.5705, -0.5128, -0.3474, 0.4707, 0.4032, 0.4231, 0.4002, 0.4382, -0.2075, 0.3916, -0.3473, -0.4152, -0.5614, -0.3451, -0.5226, 0.4455, 0.3916, 0.3764, 0.3608, 0.4145]
}


No. 2
{
  "formula": "C33H33FeN7O4S3Se2",
  "method": "ωB97M-V/def2-TZVPD",
  "e_above_lowest_kj_mol": 0.0,
  "multiplicity": 5,
  "gap_ha": [0.2402, 0.2437],
  "charge": -2,
  "total_energy_ev": -250962.4475,
  "homo_ev": [-2.7, -2.8],
  "species": ["Fe", "C", "Se", "C", "C", "Se", "C", "H", "H", "H", "H", "H", "H", "H", "H", "H", "H", "S", "C", "S", "C", "C", "N", "C", "N", "N", "C", "C", "C", "C", "C", "C", "S", "O", "O", "N", "C", "N", "C", "C", "C", "N", "H", "H", "H", "H", "H", "H", "H", "H", "H", "C", "C", "C", "C", "C", "C", "N", "C", "C", "C", "C", "C", "C", "C", "O", "O", "C", "C", "H", "H", "H", "H", "H", "H", "H", "H", "H", "H", "H", "H", "H", "H"],
  "xyz": [[-2.37787, 0.52065, 2.16789], [-4.67809, -1.15548, -3.08351], [-2.65702, -1.32168, -3.35352], [-1.94360, -0.51199, -1.62347], [-1.38594, -1.62441, -0.86467], [-0.93503, -1.01351, 1.05186], [-0.83653, -2.57639, 2.12504], [-5.22416, -1.49814, -3.93018], [-4.80033, -0.09019, -2.85310], [-4.85627, -1.81165, -2.24069], [-2.87207, -0.00593, -1.23827], [-1.22144, 0.31189, -1.82958], [-0.42461, -1.93475, -1.27441], [-2.03888, -2.49261, -0.89306], [-1.48044, -3.32091, 1.71975], [-0.99905, -2.29839, 3.18574], [0.18619, -2.96302, 2.09347], [-4.44343, -0.71024, 2.47529], [-5.07999, 0.76521, 1.74454], [-3.92909, 1.57173, 0.69922], [-6.40331, 1.27299, 1.89629], [-6.83204, 2.53669, 1.38282], [-7.42828, 3.52558, 1.15168], [-7.34147, 0.58533, 2.73017], [-8.16833, 0.03538, 3.33251], [-7.42925, -0.52868, 6.18932], [-6.11946, -0.31786, 6.20700], [-5.55569, 0.79851, 5.59307], [-4.19815, 0.92859, 5.42763], [-3.36226, -0.07826, 5.97324], [-3.87421, -0.93559, 6.91344], [-5.25129, -1.10105, 7.00580], [-1.72033, -0.31054, 5.44434], [-1.49389, -1.69022, 5.04757], [-0.73266, 0.29276, 6.30827], [-1.80347, 0.57912, 4.03292], [-1.37465, 1.81425, 3.79887], [-1.25608, 2.01433, 2.40445], [-1.02595, 3.23346, 1.88218], [-0.71757, 4.28746, 2.78302], [-0.81311, 3.97784, 4.11865], [-1.12170, 2.80377, 4.63970], [-7.85744, -0.38579, 5.22974], [-7.87432, -1.33878, 6.64572], [-6.22763, 1.45211, 5.03366], [-3.60355, 1.82844, 5.13507], [-3.23419, -1.53207, 7.62311], [-5.64077, -1.98161, 7.51432], [-0.89871, 3.27057, 0.80509], [-0.34945, 5.27135, 2.47772], [-0.87026, 4.76218, 4.90744], [4.97663, 0.42891, -8.17213], [5.61883, -0.33220, -7.10002], [6.53968, -1.28867, -7.54010], [7.15054, -2.12418, -6.61194], [6.85953, -2.00421, -5.23127], [5.76732, -1.14642, -4.77291], [5.09085, -1.39582, -3.59741], [5.43465, -0.73491, -2.46756], [6.76426, -0.46923, -2.04180], [6.99988, 0.08022, -0.79713], [5.97418, 0.56189, -0.02263], [4.66832, 0.20020, -0.39598], [4.38240, -0.55317, -1.52151], [2.94229, -0.93524, -1.76764], [2.60165, -1.38891, -3.04089], [2.07572, -1.02086, -0.91812], [5.32807, -0.15156, -5.74669], [4.51298, 0.97686, -5.30758], [5.34774, -0.12085, -9.10765], [5.39644, 1.43766, -8.17962], [3.87971, 0.54801, -8.16835], [6.61448, -1.57746, -8.56304], [7.95291, -2.85299, -6.92408], [7.46272, -2.58098, -4.49739], [3.56833, -1.44942, -3.52659], [7.60098, -0.69390, -2.67239], [8.04154, 0.40677, -0.63754], [6.20320, 1.13853, 0.82840], [3.94804, 0.28162, 0.38464], [3.99829, 1.57213, -6.12090], [5.17541, 1.66259, -4.77965], [3.69954, 0.61514, -4.69567]],
  "atomic_forces_ev_per_a": [[-3.14, -2.67, -2.15], [2.18, 0.54, 1.28], [-0.30, 0.41, -0.17], [-1.91, 1.88, -1.44], [0.90, -0.97, 1.65], [1.07, -0.07, -2.03], [1.24, -0.28, 0.82], [-0.10, -0.08, -0.83], [-0.47, -0.50, -0.04], [-0.40, 0.23, 0.21], [0.96, -0.73, 0.16], [-0.41, -0.81, -0.16], [0.10, 0.12, 0.12], [-0.19, 0.05, 0.57], [-0.79, -0.53, 0.12], [-0.46, -0.19, -0.83], [-0.07, 0.07, -0.24], [-1.24, 0.76, -0.19], [-0.31, -0.40, -0.41], [-0.82, 0.44, 0.18], [1.26, -0.64, 0.40], [-1.75, 1.65, 0.09], [1.58, -1.99, 0.16], [-0.34, -0.09, -0.38], [0.55, 0.32, -0.19], [-3.83, -0.64, -1.74], [2.68, -0.67, 1.71], [-0.25, 0.84, -1.38], [1.65, -0.23, 0.91], [-0.19, 0.53, 0.57], [-0.24, -1.46, 0.99], [-0.17, -0.02, -0.49], [1.09, 1.60, -1.32], [-0.62, 0.86, 0.61], [-0.38, -0.41, 0.17], [0.94, -0.89, 1.69], [1.53, 1.35, -1.14], [0.92, 2.60, 0.72], [1.32, -0.55, 2.30], [0.13, -0.35, -1.46], [-1.00, 0.84, 1.47], [-0.48, -0.35, 0.64], [0.42, 0.09, 1.41], [1.06, 0.63, -0.29], [0.19, 0.17, 0.46], [-1.31, -0.74, -0.63], [-0.49, 0.41, -1.31], [-0.04, 0.36, 0.29], [-0.36, 0.19, 0.07], [-0.49, -0.40, -0.07], [0.83, -0.25, -0.81], [0.33, 0.38, -2.13], [0.70, -1.01, 0.73], [-0.45, -1.14, 1.48], [1.21, 0.00, 1.21], [-0.80, 0.53, -0.23], [1.64, -0.79, -2.36], [0.34, 1.22, -0.58], [-0.46, -1.55, 0.34], [-0.78, 0.03, 0.18], [1.27, 1.46, -1.48], [-0.86, -0.93, -0.77], [0.98, -0.73, 1.20], [-0.12, 1.28, 0.09], [-1.10, -2.06, -1.67], [2.19, 1.00, 1.24], [0.67, 0.82, 0.23], [0.82, -2.13, 0.11], [-1.34, 1.26, -0.59], [-1.06, 1.25, 0.83], [-0.10, 0.18, -0.30], [0.43, -0.39, 0.14], [0.17, 0.31, -0.78], [-1.01, 0.79, 0.27], [-0.91, 0.18, -0.49], [-0.76, 0.08, 0.39], [0.15, -0.19, -0.40], [-0.44, -0.45, 0.45], [-0.11, 0.46, 1.06], [-1.01, 0.50, 0.06], [0.81, -0.74, 0.61], [-0.35, 0.18, 0.39], [-0.11, 0.16, 0.71]],
  "mulliken_charge": [-0.1804, -0.8268, -0.0185, -0.3340, -0.6238, 0.3869, -0.5421, 0.3302, 0.2247, 0.2558, -0.2617, 0.3957, 0.3784, 0.5209, 0.3452, -0.0356, 0.3250, -0.5616, 0.8361, -0.5086, 0.1412, 0.1096, -0.6427, 0.1673, -0.7866, -0.5048, 0.4947, -0.4933, -0.2894, -0.0163, -0.5334, -0.6150, 1.1362, -0.8069, -0.6931, -0.0234, 0.5855, 0.0969, -0.0395, -0.8252, -0.1129, -0.5384, 0.3642, 0.2366, 0.5779, 0.2668, 0.3275, 0.1932, 0.4513, 0.3367, 0.3480, -1.4566, 1.1908, -0.8021, -0.5678, -0.3625, 0.1103, -0.6124, 0.9524, -0.6987, -0.4293, -0.7319, -0.5647, 0.1221, 0.4052, -0.6766, -0.5486, 0.2051, -1.2970, 0.3183, 0.3323, 0.3317, 0.2359, 0.2535, 0.3569, 0.5653, 0.3697, 0.2709, 0.4237, 0.4405, 0.3850, 0.2718, 0.1883]
}